(1)
The following is a quantum chemistry calculation of a structure of composition C22H27MgN6S4, from the Open Molecules 2025 dataset.

```
60
C22H27MgN6S4 wB97M-V/def2-TZVPD
Mg 1.2499 0.3440 -0.7166
C 3.9372 -2.0057 -1.4606
C 3.6660 -2.5318 -0.0600
S 2.7308 -1.3799 0.9869
C 1.4684 -2.4923 1.6672
C 0.5496 -3.1753 0.6538
S -0.2616 -2.0148 -0.4803
C 0.0354 -2.7786 -2.0905
C 1.4883 -2.9933 -2.5035
S 2.4967 -1.4905 -2.4187
H 4.4892 -2.7493 -2.0311
H 4.5470 -1.1007 -1.4167
H 4.6171 -2.7232 0.4330
H 3.1175 -3.4696 -0.0883
H 0.8911 -1.8580 2.3344
H 1.9730 -3.2427 2.2718
H -0.2309 -3.6991 1.2021
H 1.0794 -3.9151 0.0537
H -0.4597 -2.0964 -2.7819
H -0.4920 -3.7275 -2.1216
H 1.4996 -3.3278 -3.5381
H 1.9741 -3.7662 -1.9070
S 0.1514 1.2963 -2.6261
C -1.1292 1.9040 -1.5863
N -1.9831 2.8007 -2.1020
N -3.1463 3.0933 -1.5630
C -4.1403 2.3079 -0.9069
C -4.1883 0.9169 -0.9385
C -5.2735 0.2575 -0.3820
C -6.3067 0.9624 0.2235
C -6.2534 2.3474 0.2545
C -5.1809 3.0163 -0.3140
N -1.3059 1.6000 -0.2628
N -0.3182 1.1047 0.3922
C -0.6025 0.8649 1.7713
C 0.4649 0.9339 2.6593
C 0.2721 0.6846 4.0104
C -0.9885 0.3482 4.4817
C -2.0625 0.2943 3.5950
C -1.8784 0.5609 2.2462
H -3.4557 3.9965 -1.8473
H -3.4038 0.3504 -1.4148
H -5.3131 -0.8244 -0.4245
H -7.1483 0.4358 0.6581
H -7.0527 2.9119 0.7191
H -5.1421 4.1038 -0.2935
H 1.4440 1.2273 2.2915
H 1.1038 0.7684 4.6995
H -1.1364 0.1327 5.5351
H -3.0547 0.0449 3.9584
H -2.7074 0.5325 1.5494
N 4.7994 2.2393 -1.9459
C 5.2274 2.0667 -0.6439
C 4.1616 1.5489 0.0172
N 3.0873 1.4060 -0.8634
C 3.5179 1.8356 -2.0410
H 5.3455 2.6201 -2.6976
H 6.2211 2.3316 -0.3149
H 4.0840 1.2824 1.0603
H 2.9256 1.8895 -2.9423
```

Properties
Orbital gap (alpha / beta) = 6.492 / 6.221 eV
Spin multiplicity = 1
Net charge = +1
ΔE to the lowest compared entry with this formula, charge and spin = 20.0 kcal per mole
Molar mass = 528.1 g/mol



(2)
The following is a quantum chemistry calculation of a cluster of 2 separate species, C22H27N2 in total at a distorted geometry, from the Open Molecules 2025 dataset.

```
51
C22H27N2 wB97M-V/def2-TZVPD
C -0.0122 0.5572 3.2236
N -1.3988 0.5504 2.8817
C -2.1585 -0.6414 3.1965
C -3.6324 -0.2094 3.0777
C -3.6242 1.3353 3.0692
C -2.1462 1.7518 3.1786
H 0.4692 1.4506 2.7957
H 0.1597 0.5762 4.3222
H 0.4853 -0.3389 2.8211
H -1.8999 -1.4766 2.5266
H -1.9550 -0.9869 4.2329
H -4.0483 -0.5887 2.1410
H -4.2110 -0.6012 3.9172
H -4.0394 1.7095 2.1303
H -4.1933 1.7414 3.9085
H -1.9371 2.1080 4.2108
H -1.8763 2.5744 2.4963
C 3.5146 -2.1173 0.0359
C 2.3415 -1.8625 -0.8127
N 1.6348 -2.8581 -1.3980
C 1.9384 -4.2725 -1.2469
C 0.5673 -2.3344 -2.1435
C 0.5947 -0.9305 -1.9884
C -0.4388 -0.1734 -2.5232
C -1.4305 -0.8075 -3.2827
C -1.4223 -2.2009 -3.4592
C -0.4236 -2.9941 -2.8631
C 1.7386 -0.6064 -1.1372
C 2.1168 0.6357 -0.6495
C 1.6049 1.9069 -1.0981
C 1.3996 2.2408 -2.4663
C 0.7951 3.4442 -2.8292
C 0.3941 4.3526 -1.8409
C 0.6462 4.0705 -0.4906
C 1.2754 2.8858 -0.1283
H 3.8709 -1.1393 0.3689
H 3.2815 -2.7137 0.9338
H 4.3430 -2.6074 -0.5017
H 1.1896 -4.8310 -1.8109
H 2.9378 -4.5133 -1.6355
H 1.9022 -4.5848 -0.1930
H -0.4580 0.8959 -2.3443
H -2.2146 -0.1989 -3.7368
H -2.2048 -2.6637 -4.0601
H -0.3932 -4.0779 -2.9491
H 2.8546 0.6424 0.1580
H 1.6850 1.5208 -3.2364
H 0.6179 3.6654 -3.8842
H -0.1016 5.2820 -2.1197
H 0.3583 4.7779 0.2879
H 1.5034 2.6552 0.9150
```

Properties
Orbital gap = 5.325 eV
Spin multiplicity = 1
Net charge = +1
ΔE to the lowest compared entry with this formula, charge and spin = 12.3 kcal per mole
Molar mass = 319.5 g/mol



(3)
The following is a quantum chemistry calculation of a structure of composition C22H27N2OPReS4Sb at a distorted geometry, from the Open Molecules 2025 dataset.

```
59
C22H27N2OPReS4Sb wB97M-V/def2-TZVPD
Re -1.5625 0.5554 -1.2363
S 0.7786 4.0077 3.2158
Sb -3.5447 3.3999 -0.4409
S -2.3904 1.3679 0.7317
S -1.9341 2.5378 -2.2820
S -2.5605 5.2250 0.4130
O 0.5195 0.6611 -1.0291
P 1.5141 0.7873 0.1355
C 1.2674 -0.5628 1.3038
C 2.1608 -0.7333 2.3591
C 2.0323 -1.8257 3.1993
C 1.0168 -2.7488 2.9854
C 0.1156 -2.5753 1.9459
C 0.2458 -1.4850 1.1023
C 1.5083 2.3490 1.0280
C 1.1427 2.3311 2.4479
C 2.1112 2.8663 3.4214
C 1.3056 5.1313 1.9754
C 1.8637 4.7785 0.8140
C 1.9552 3.4225 0.3430
C 3.1623 0.6062 -0.5493
C 4.2625 1.1422 0.1179
C 5.5316 0.9540 -0.4038
C 5.7035 0.2353 -1.5789
C 4.6082 -0.3143 -2.2311
C 3.3351 -0.1298 -1.7182
H 2.9454 -0.0036 2.5238
H 2.7240 -1.9648 4.0187
H 0.9246 -3.6093 3.6344
H -0.6845 -3.2875 1.7935
H -0.4532 -1.3497 0.2808
H 0.4179 1.5609 2.7176
H 2.0760 2.4368 4.4192
H 1.0438 6.1555 2.2091
H 2.1634 5.5582 0.1256
H 2.3042 3.2722 -0.6734
H 4.1259 1.7110 1.0308
H 6.3874 1.3765 0.1051
H 6.6947 0.1092 -1.9935
H 4.7424 -0.8823 -3.1416
H 2.4736 -0.5486 -2.2233
C -3.5128 -3.8541 -2.4894
C -3.9064 -2.6047 -1.7106
C -5.3994 -2.3146 -1.9047
C -3.5905 -2.7748 -0.2242
N -3.0486 -1.5161 -2.2380
N -3.4395 -0.1794 -1.8688
H -4.0577 -4.7158 -2.1087
H -2.4453 -4.0515 -2.3867
H -3.7525 -3.7463 -3.5496
H -5.9719 -3.2040 -1.6468
H -5.6243 -2.0619 -2.9430
H -5.7601 -1.5122 -1.2562
H -4.2925 -3.4766 0.2248
H -3.6670 -1.8291 0.3214
H -2.5815 -3.1682 -0.0935
H -2.9523 -1.5836 -3.2444
H -4.1497 -0.2506 -1.1427
H -3.8820 0.3255 -2.6356
```

Properties
Orbital gap (alpha / beta) = 5.173 / 5.447 eV
Spin multiplicity = 2
Net charge = +1
ΔE to the lowest compared entry with this formula, charge and spin = 32.2 kcal per mole
Molar mass = 802.7 g/mol



(4)
The following is a quantum chemistry calculation of an isolated molecule of C22H27N3O2S2 at a distorted geometry, from the Open Molecules 2025 dataset.

```
56
C22H27N3O2S2 wB97M-V/def2-TZVPD
C 5.1001 1.6496 -2.5750
C 5.0362 0.4800 -1.5980
N 4.6771 0.9071 -0.2555
C 5.6905 1.6880 0.4277
C 6.9817 0.9493 0.8025
C 4.1205 -0.1663 0.5477
C 2.6274 -0.3409 0.2569
C 2.0054 -1.3853 1.1806
N 0.5882 -1.5679 0.9119
C 0.2124 -2.6138 0.0838
O 1.0431 -3.2604 -0.5180
C -1.2207 -2.9339 0.0226
C -1.9327 -3.2299 -1.1040
C -3.2686 -3.5881 -0.8307
C -3.5425 -3.5937 0.4997
S -2.1863 -3.1416 1.4470
C -0.2795 -0.5801 1.2879
N -1.4192 -0.3542 0.7479
C -2.0966 0.6728 1.3395
C -3.4203 1.0114 0.8409
C -3.9728 0.2531 -0.1883
C -5.2286 0.5324 -0.6913
C -5.9661 1.5907 -0.1699
O -7.2070 1.9612 -0.5865
C -7.8072 1.2433 -1.6370
C -5.4181 2.3545 0.8640
C -4.1675 2.0700 1.3613
C -1.4139 1.2659 2.3637
S 0.1146 0.5150 2.6164
H 5.1590 1.2731 -3.5933
H 4.2056 2.2586 -2.4760
H 5.9701 2.2755 -2.3953
H 4.2576 -0.2057 -1.9369
H 5.9902 -0.0731 -1.6184
H 5.2293 2.0834 1.3379
H 5.9365 2.5398 -0.2088
H 7.5052 0.6036 -0.0853
H 7.6409 1.6216 1.3457
H 6.7663 0.0909 1.4347
H 4.2325 0.0981 1.6021
H 4.6384 -1.1251 0.3831
H 2.4759 -0.6571 -0.7756
H 2.1330 0.6228 0.3915
H 2.4844 -2.3537 1.0201
H 2.1230 -1.0947 2.2291
H -1.5099 -3.1704 -2.0904
H -3.9874 -3.8383 -1.5901
H -4.4632 -3.8413 0.9897
H -3.3995 -0.5653 -0.5947
H -5.6200 -0.0798 -1.4886
H -8.7734 1.7171 -1.8034
H -7.2132 1.3020 -2.5548
H -7.9614 0.1928 -1.3700
H -6.0015 3.1715 1.2583
H -3.7665 2.6765 2.1583
H -1.7017 2.0889 2.9835
```

Properties
Orbital gap = 8.230 eV
Spin multiplicity = 1
SMILES string = CCN(CC)CCCN(C(=O)c1cccs1)c1nc(-c2ccc(OC)cc2)cs1
ΔE to the lowest compared entry with this formula, charge and spin = 3.7 kcal per mole
Molar mass = 429.6 g/mol



(5)
The following is a quantum chemistry calculation of an isolated molecule of C22H27N3O3, from the Open Molecules 2025 dataset.

```
55
C22H27N3O3 wB97M-V/def2-TZVPD
C -0.2979 -2.6386 -4.5611
C 0.8621 -2.3641 -3.6133
C 0.5634 -1.2239 -2.6290
O -0.4004 -1.6185 -1.6708
C -1.6978 -1.1914 -1.7094
C -2.2730 -0.3855 -2.6830
C -3.6068 -0.0253 -2.5762
C -4.3780 -0.4596 -1.5149
C -3.8065 -1.2703 -0.5465
C -2.4791 -1.6329 -0.6393
C 1.8724 -0.8288 -1.9163
O 2.8314 -0.4464 -2.5500
N 1.7970 -0.9423 -0.5728
C 2.7553 -0.6188 0.3919
C 4.1038 -0.4765 0.0861
C 5.0095 -0.1748 1.0875
C 4.5876 -0.0254 2.3977
C 3.2453 -0.1640 2.7065
C 2.3202 -0.4410 1.7115
C 0.8755 -0.6058 2.0841
O 0.4900 -1.5507 2.7489
N 0.0276 0.3383 1.6066
C 0.4105 1.5787 0.9771
C 0.1092 2.7500 1.9151
N -1.3002 2.7510 2.2567
C -1.6690 3.9140 3.0329
C -1.6474 1.5129 2.9315
C -1.3635 0.3307 2.0076
H -0.5024 -1.7696 -5.1831
H -0.0549 -3.4743 -5.2124
H -1.1989 -2.8889 -4.0049
H 1.0832 -3.2608 -3.0305
H 1.7550 -2.0886 -4.1760
H 0.2424 -0.3356 -3.1849
H -1.7078 -0.0370 -3.5331
H -4.0423 0.6013 -3.3405
H -5.4160 -0.1738 -1.4437
H -4.3967 -1.6207 0.2869
H -2.0185 -2.2631 0.1057
H 0.9013 -1.2624 -0.2186
H 4.4285 -0.5992 -0.9336
H 6.0547 -0.0662 0.8407
H 5.2996 0.1972 3.1776
H 2.9021 -0.0540 3.7246
H 1.4708 1.5705 0.7251
H -0.1801 1.6969 0.0615
H 0.3482 3.6883 1.4099
H 0.7489 2.6651 2.8141
H -2.7416 3.8902 3.2181
H -1.4334 4.8112 2.4626
H -1.1458 3.9647 4.0006
H -2.7115 1.5347 3.1748
H -1.0763 1.3877 3.8698
H -1.5619 -0.6124 2.5185
H -1.9878 0.4078 1.1119
```

Properties
Orbital gap = 9.442 eV
Spin multiplicity = 1
SMILES string = CC[C@@H](Oc1ccccc1)C(=O)Nc1ccccc1C(=O)N1CCN(C)CC1
ΔE to the lowest compared entry with this formula, charge and spin = 51.6 kcal per mole
Molar mass = 381.5 g/mol



(6)
The following is a quantum chemistry calculation of an isolated molecule of C22H27N3O3S, from the Open Molecules 2025 dataset.

```
56
C22H27N3O3S wB97M-V/def2-TZVPD
C 3.4641 -2.0246 7.6182
C 4.1840 -2.9578 6.6488
O 3.3032 -3.8465 5.9912
C 2.5247 -3.3998 4.9694
C 1.6258 -4.3515 4.4568
C 0.7851 -4.0603 3.4110
C 0.8259 -2.7879 2.8456
N 0.0587 -2.3403 1.8052
C 0.3386 -1.1207 1.5226
N -0.2878 -0.4352 0.5141
C 0.0061 0.8654 0.2087
O 0.8504 1.4738 0.8287
C -0.7883 1.4510 -0.9526
C -0.3828 2.9168 -1.1381
C -1.1490 3.5217 -2.3115
C -2.6495 3.4486 -2.0367
C -3.0555 1.9880 -1.8537
C -2.7367 1.2049 -3.1256
C -1.2331 1.2829 -3.4130
N -0.9076 0.5160 -4.6130
C -1.4141 0.7505 -5.8464
C -0.8562 -0.1832 -6.9039
O -2.2331 1.6107 -6.0869
C -0.8252 2.7494 -3.5882
C -0.4632 0.6748 -2.2376
C -2.2956 1.3809 -0.6731
S 1.5813 -0.3344 2.4834
C 1.7286 -1.8372 3.3605
C 2.5771 -2.1283 4.4156
H 2.7596 -1.3849 7.0924
H 4.1898 -1.4018 8.1338
H 2.9145 -2.6093 8.3516
H 4.8636 -3.6127 7.2015
H 4.7730 -2.3867 5.9207
H 1.6203 -5.3272 4.9159
H 0.0976 -4.7939 3.0226
H -0.9991 -0.9494 0.0151
H -0.5945 3.4679 -0.2204
H 0.6928 2.9764 -1.3125
H -0.8493 4.5668 -2.4369
H -2.8927 4.0191 -1.1381
H -3.2011 3.8815 -2.8726
H -4.1306 1.9278 -1.6545
H -3.0341 0.1589 -3.0154
H -3.2789 1.6226 -3.9734
H -0.2019 -0.1967 -4.5186
H -1.3260 0.0381 -7.8574
H 0.2190 -0.0449 -6.9949
H -1.0563 -1.2183 -6.6364
H 0.2439 2.8075 -3.8058
H -1.3688 3.1672 -4.4356
H -0.7382 -0.3787 -2.1345
H 0.6117 0.7294 -2.4307
H -2.6210 0.3477 -0.5284
H -2.5215 1.9334 0.2414
H 3.2519 -1.3676 4.7716
```

Properties
Orbital gap = 8.275 eV
Spin multiplicity = 1
SMILES string = CCOc1ccc2nc(NC(=O)[C@@]34C[C@@H]5C[C@@H](C[C@@](NC(C)=O)(C5)C3)C4)sc2c1
ΔE to the lowest compared entry with this formula, charge and spin = 0.0 kcal per mole
Molar mass = 413.5 g/mol



(7)
The following is a quantum chemistry calculation of an isolated molecule of C22H27N3O4 at a distorted geometry, from the Open Molecules 2025 dataset.

```
56
C22H27N3O4 wB97M-V/def2-TZVPD
C 2.7107 -6.2545 -2.5682
C 1.2114 -6.3977 -2.8133
O 0.4339 -6.0522 -1.6857
C 0.3444 -4.7407 -1.2878
C 0.7469 -3.6747 -2.0775
C 0.6365 -2.3502 -1.6530
C 1.0769 -1.2817 -2.5174
N 1.0600 -0.0708 -2.1233
N 1.4714 0.9055 -2.9375
C 1.4730 2.2377 -2.6108
O 1.7454 3.0568 -3.4668
C 1.1333 2.5943 -1.2124
C 1.5272 1.8291 -0.1201
C 1.2068 2.2381 1.1614
C 0.4989 3.4121 1.3789
C 0.1570 3.8707 2.7695
N -1.2378 4.2669 2.8612
C -2.1332 3.1343 2.6958
C -3.5768 3.6339 2.7097
O -3.8750 4.3112 3.9083
C -2.9982 5.3974 4.0888
C -1.5391 4.9414 4.1107
C 0.1191 4.1829 0.2849
C 0.4382 3.7831 -0.9961
C 0.1009 -2.0915 -0.3915
C -0.3146 -3.1384 0.3954
C -0.2104 -4.4683 -0.0199
O -0.6801 -5.3607 0.8897
C -0.6663 -6.7508 0.6542
H 2.9716 -5.2234 -2.3421
H 3.0091 -6.8752 -1.7269
H 3.2577 -6.5722 -3.4515
H 0.9629 -7.4482 -2.9894
H 0.9009 -5.8238 -3.6952
H 1.1595 -3.8584 -3.0573
H 1.4285 -1.5551 -3.5213
H 1.7394 0.6865 -3.9028
H 2.0890 0.9207 -0.2666
H 1.5166 1.6366 2.0045
H 0.4076 3.0796 3.4996
H 0.7639 4.7511 3.0089
H -1.9195 2.6513 1.7403
H -1.9973 2.3950 3.5065
H -4.2761 2.7985 2.6472
H -3.7311 4.3069 1.8530
H -3.2727 5.8598 5.0386
H -3.1331 6.1245 3.2737
H -0.8873 5.8123 4.2113
H -1.3803 4.2771 4.9798
H -0.4312 5.0951 0.4559
H 0.1561 4.3812 -1.8496
H 0.0152 -1.0710 -0.0566
H -0.7392 -2.9658 1.3718
H -1.2442 -7.0171 -0.2326
H -1.1306 -7.1902 1.5372
H 0.3510 -7.1339 0.5508
```

Properties
Orbital gap = 8.260 eV
Spin multiplicity = 1
SMILES string = CCOc1cc(/C=N/NC(=O)c2ccc(CN3CCOCC3)cc2)ccc1OC
ΔE to the lowest compared entry with this formula, charge and spin = 114.4 kcal per mole
Molar mass = 397.5 g/mol



(8)
The following is a quantum chemistry calculation of a structure of composition C22H27N7S2 at a distorted geometry, from the Open Molecules 2025 dataset.

```
58
C22H27N7S2 wB97M-V/def2-TZVPD
C 1.6674 -1.1988 -4.6855
H 1.2632 -0.1380 -5.0760
H 1.8781 -1.7641 -5.4588
H 0.7277 -1.6541 -4.3567
C 2.6795 -0.8583 -3.8670
C 3.1937 -2.3650 -3.1406
H 4.0603 -2.2550 -2.3330
H 2.1213 -2.8639 -2.7383
H 3.4273 -3.0658 -3.9350
C 2.3242 0.0627 -2.6451
H 3.0924 -0.0262 -1.9223
H 1.9823 0.8331 -3.2228
C 1.1092 -0.1921 -1.9146
C 1.4643 -1.3093 -0.5765
N 2.4996 -1.1124 -0.0228
N 2.6596 -2.1407 1.0173
N 1.5840 -2.6372 0.8861
N 0.8635 -2.2836 -0.1266
C -0.6466 -2.8448 -0.4174
C -0.3734 -3.6347 -1.7452
C -1.1308 -3.2216 -3.0620
C -0.6897 -4.2801 -3.9795
C 0.0382 -5.1842 -3.5905
S 0.6426 -5.1002 -1.9371
H 0.1660 -5.9471 -4.3405
H -1.2397 -3.9439 -4.9704
H -1.6383 -2.2365 -3.1463
H -1.4052 -2.1614 -0.4434
H -0.6082 -3.6289 0.2997
N 0.5403 0.9073 -1.2482
C 1.1393 1.5685 -0.2891
H 2.2057 1.7149 -0.7556
C 0.6281 3.0175 -0.1506
N -0.6810 3.0165 0.0976
C -1.0966 3.0629 1.4133
N -2.4043 2.5643 2.0334
C -2.6352 3.0507 3.1227
C -3.4461 2.6653 4.1146
C -3.6840 3.0763 5.2925
C -2.5568 3.5597 5.9151
C -1.2942 4.0816 5.2671
C -1.2149 3.4307 3.9141
S -0.0217 3.7824 2.6137
H -0.4746 4.5518 5.5316
H -2.7035 3.9394 6.8299
H -4.5842 3.0859 5.9209
H -4.4072 2.3785 3.5021
C -1.4443 2.3084 -0.6837
H -2.6792 2.0447 -0.3487
C -0.8564 0.5840 -0.8638
H -1.5308 0.1454 -1.5604
H -1.0349 0.2381 0.1534
H -1.6729 2.7214 -1.6139
H 1.3016 3.6993 0.5911
H 0.7843 3.6227 -1.0627
H 1.3229 1.0624 0.8746
H 0.3368 -0.8196 -2.4779
H 3.6513 -0.7002 -4.2281
```

Properties
Orbital gap = 7.163 eV
Spin multiplicity = 1
Molar mass = 453.6 g/mol